--- i ---
# CH3IS

A structure of composition CH3IS (wB97M-V/def2-TZVPD, the OMol25 dataset).

Computed properties:
lowest unoccupied orbital energy	-0.1	eV
2S+1	1
HOMO level	-9.391	eV
charge	0

Each line ends with the Mulliken charge.
Positions of all 6 atoms, in Å:
C 0.39811 0.50323 0.20139  -0.70
S -0.36531 -0.98980 0.90979  -0.16
I 2.53051 0.20557 -0.10572  0.08
H -0.20983 0.79633 -0.67612  0.35
H 0.30064 1.47175 0.76691  0.31
H 0.70007 -1.87302 0.65092  0.13

=====

--- ii ---
# CH3IS

A structure of composition CH3IS (wB97M-V/def2-TZVPD, the OMol25 dataset).

Computed properties:
lowest unoccupied orbital energy	-0.8	eV
2S+1	1
HOMO level	-9.087	eV
charge	0

Each line ends with the Mulliken charge.
Positions of all 6 atoms, in Å:
C -0.86212 -0.13635 -0.46787  -0.13
S 0.45657 -0.35123 0.62831  -0.05
I -2.56350 -1.21480 0.14451  0.06
H 1.70081 1.30447 -1.13067  0.10
H 1.29220 1.62523 -0.57598  -0.09
H -0.02395 -1.22731 1.40171  0.11

=====

Least stable: ii

=====

--- i ---
# C3H4N4

A structure of composition C3H4N4 (wB97M-V/def2-TZVPD, the OMol25 dataset).

Computed properties:
lowest unoccupied orbital energy	0.3	eV
2S+1	1
HOMO level	-8.211	eV
charge	0

Each line ends with the Mulliken charge.
Positions of all 11 atoms, in Å:
N -1.28882 -0.60357 -1.18742  -0.30
C -0.36712 -0.66114 -0.26983  0.45
C 1.03955 -0.88558 -0.15528  -0.32
N 1.73255 0.27409 0.01815  -0.43
C 0.92646 1.22603 0.51912  0.03
N -0.18358 0.92564 1.18923  -0.38
N -0.54517 -0.42817 1.09164  -0.39
H -1.04686 -0.61542 -2.16981  0.25
H -2.26004 -0.48828 -0.92328  0.27
H 0.64938 -1.16064 1.10765  0.39
H 1.27129 2.25470 0.58603  0.43

=====

--- ii ---
# C3H4N4

A structure of composition C3H4N4 (wB97M-V/def2-TZVPD, the OMol25 dataset).

Computed properties:
lowest unoccupied orbital energy	-0.1	eV
2S+1	1
HOMO level	-9.160	eV
charge	0

Each line ends with the Mulliken charge.
Positions of all 11 atoms, in Å:
C 0.31460 -0.43411 -0.00225  0.43
C -0.23954 0.26809 1.02597  -0.17
C -0.48892 1.35401 -0.98312  -0.15
H 0.92058 -3.50438 -0.25880  0.25
H -0.15318 0.27978 2.13628  0.35
H -0.45766 2.60239 0.94508  0.35
H -0.87814 2.05054 -1.70346  0.37
N 0.80575 -2.49876 -0.67308  -0.47
N 0.73885 -1.75283 0.32973  -0.11
N -0.78340 1.39573 0.41215  -0.36
N 0.22106 0.23952 -1.22850  -0.50

=====

Least stable: i